66
Properties=species:S:1:pos:R:3:nbo_charge:R:1 method="wB97M-V/def2-TZVPD" s_squared=0.756 homo_ev="-11.42 / -11.66" total_charge=+1 spin_multiplicity=2 relative_energy_ev=1.9477
Pd -0.108 0.645 0.487 0.68
C -4.922 3.373 0.100 -0.67
C -3.515 3.793 -0.096 0.37
N -3.100 4.942 -0.522 -0.23
N -1.731 4.821 -0.555 -0.36
C -1.293 3.628 -0.167 0.26
S 0.274 3.001 -0.075 -0.22
N -2.431 2.962 0.132 -0.24
N -2.402 1.662 0.615 -0.65
H -5.568 4.239 -0.010 0.27
H -5.064 2.939 1.091 0.24
H -5.206 2.626 -0.643 0.24
H -1.166 5.604 -0.840 0.44
H -3.107 1.097 0.152 0.42
H -2.581 1.647 1.617 0.41
C 3.519 2.051 -0.961 -0.67
C 3.232 0.697 -0.420 0.42
N 2.137 0.267 0.187 -0.50
C 2.381 -1.046 0.531 -0.03
C 3.636 -1.407 0.148 0.04
N 4.149 -0.294 -0.449 -0.47
C 4.470 -2.645 0.150 0.76
O 3.932 -3.740 0.649 -0.65
O 5.577 -2.589 -0.319 -0.57
C 1.352 -1.835 1.216 0.79
O 1.513 -3.008 1.477 -0.59
O 0.246 -1.160 1.521 -0.78
H 2.600 2.588 -1.169 0.25
H 4.095 1.979 -1.883 0.24
H 4.100 2.629 -0.240 0.25
H 5.081 -0.273 -0.842 0.46
H 3.021 -3.566 0.992 0.51
C -0.839 -6.189 1.019 -0.17
C -0.307 -5.675 -0.155 -0.23
C -0.487 -4.335 -0.458 -0.13
C -1.185 -3.488 0.413 -0.54
C -1.718 -4.020 1.587 -0.18
C -1.552 -5.366 1.878 -0.20
Ge -1.345 -1.619 0.009 1.70
C -2.022 -1.344 -1.767 -0.42
C -2.566 -2.433 -2.446 -0.21
C -3.226 -2.225 -3.652 -0.20
C -3.325 -0.952 -4.193 -0.18
C -2.762 0.135 -3.533 -0.20
C -2.106 -0.062 -2.328 -0.25
C -2.750 -1.058 1.264 -0.51
C -4.058 -0.994 0.775 -0.25
C -5.119 -0.658 1.613 -0.21
C -4.886 -0.379 2.951 -0.19
C -3.590 -0.443 3.452 -0.23
C -2.530 -0.775 2.617 -0.18
H -0.700 -7.234 1.263 0.23
H 0.247 -6.315 -0.830 0.23
H -0.070 -3.945 -1.381 0.20
H -2.262 -3.395 2.281 0.22
H -1.983 -5.773 2.784 0.22
H -2.502 -3.430 -2.032 0.24
H -3.664 -3.068 -4.171 0.23
H -3.829 -0.807 -5.139 0.23
H -2.828 1.126 -3.964 0.22
H -1.652 0.785 -1.824 0.21
H -4.263 -1.223 -0.266 0.23
H -6.126 -0.625 1.217 0.23
H -5.711 -0.133 3.606 0.23
H -3.406 -0.248 4.500 0.23
H -1.532 -0.838 3.029 0.23